# C15H31BaN3O2P2

A molecular structure, C15H31BaN3O2P2 (ωB97M-V/def2-TZVPD, OMol25).

The charge is +1. The orbital gap (spin up / spin down) is 8.039 / 4.959 eV. As for the highest occupied orbital energy (spin up / spin down): -0.3905 / -0.3791 hartree. As for the LUMO energy (spin up / spin down): -2.587 / -5.356 eV. The spin multiplicity is 2.

Structure (XYZ):
```
54
Properties=species:S:1:pos:R:3:forces:R:3
Ba -0.190 -0.164 -0.652 2.640 -0.328 3.054
P -2.306 -1.342 -0.079 -3.254 -2.559 0.239
P -0.555 2.300 -0.588 0.351 3.908 -0.364
N 0.323 -2.156 -1.634 -1.122 -0.233 -0.951
N 1.560 0.380 -1.939 -0.279 0.820 -0.487
H 2.004 -2.940 -2.357 0.996 -0.326 -0.143
H 3.224 -0.602 -2.414 0.781 -0.662 -0.403
H 2.261 -2.119 -0.782 -0.079 -0.080 -0.141
C 1.750 -2.079 -1.755 0.445 -0.184 -0.428
H 1.859 -0.847 -3.548 0.177 -0.220 -0.215
C 2.162 -0.772 -2.502 0.528 -0.114 -0.207
H -0.034 -4.070 -1.319 -0.157 -1.400 0.617
H 2.677 1.889 -2.463 0.916 1.301 -0.371
C -0.439 -3.107 -1.110 -0.026 0.701 -0.358
C 1.768 1.666 -1.959 -0.273 -1.070 0.063
C -1.674 -2.905 -0.469 0.530 -0.984 -0.458
C 0.927 2.653 -1.398 0.563 0.293 -0.262
H -2.286 -3.768 -0.231 0.363 -0.062 0.102
H 1.240 3.688 -1.438 0.225 -0.135 -0.107
H -1.706 2.748 -1.123 -1.130 1.149 -0.363
H -0.599 2.574 0.759 -0.067 0.601 0.645
H -3.388 -0.950 -0.798 -1.212 0.095 -0.324
H -2.557 -1.123 1.241 -0.770 -0.333 1.008
H 0.141 0.836 -3.906 -0.124 -0.021 -0.097
C -0.885 0.480 -4.057 -0.200 -0.954 0.604
C -1.839 1.642 -4.078 -0.369 0.171 -0.380
C -0.973 -0.456 -5.226 -0.233 0.111 -0.920
O -1.269 -0.337 -2.922 0.316 -0.725 0.065
H -1.655 2.225 -4.985 -0.092 0.071 0.114
H -2.883 1.290 -4.099 0.354 0.071 -0.019
H -1.713 2.308 -3.217 0.063 -0.175 -0.205
H -0.285 -1.305 -5.127 -0.081 0.213 0.040
H -1.997 -0.854 -5.328 0.384 0.201 0.071
H -0.720 0.084 -6.138 0.029 -0.138 -0.209
H -0.696 -1.172 -2.844 -0.729 1.036 -0.643
O 1.112 -0.447 1.430 0.303 0.051 0.952
C 0.721 -0.317 2.601 0.017 -0.191 -0.060
C 1.679 -0.646 3.736 -0.091 0.125 -0.439
C 1.964 0.536 4.654 -0.263 0.031 0.453
C 0.826 0.833 5.636 0.207 0.241 -0.098
C -0.495 1.290 5.026 -0.294 -0.234 0.252
C -1.194 0.244 4.149 0.636 0.259 0.243
N -0.545 0.114 2.841 -0.042 -0.094 -0.293
H 1.300 -1.505 4.304 -0.025 0.124 -0.001
H 2.619 -0.945 3.257 -0.398 -0.077 -0.027
H 2.835 0.266 5.257 0.049 0.130 -0.148
H 2.229 1.429 4.066 -0.078 -0.237 0.136
H 0.644 -0.066 6.244 0.046 0.177 -0.053
H 1.171 1.622 6.312 -0.074 -0.164 0.049
H -1.175 1.488 5.861 0.016 0.161 -0.096
H -0.376 2.229 4.463 -0.033 -0.242 0.093
H -1.216 -0.737 4.646 -0.056 0.260 -0.067
H -2.218 0.568 3.976 -0.025 -0.148 -0.118
H -1.127 0.351 2.029 0.644 -0.206 0.658
```
Positions in Å, forces in eV/Å.

Mulliken atomic charge list, values in e, 2 entries: 2.194, -0.212

=====

# C25H37F5N6O2PPdSe

A molecular structure, C25H37F5N6O2PPdSe (ωB97M-V/def2-TZVPD, OMol25).

The charge is -1. The orbital gap is 6.953 eV. As for the highest occupied orbital energy: -0.1590 hartree. As for the LUMO energy: 2.625 eV. The spin multiplicity is 1.

Structure (XYZ):
```
78
Properties=species:S:1:pos:R:3:forces:R:3
Pd -0.422 0.096 -0.244 -0.258 0.062 -0.465
C 2.269 0.672 3.736 -0.040 -0.021 0.031
C 1.409 0.496 2.512 0.147 0.419 -0.189
N 0.539 -0.433 2.425 0.058 -0.146 0.117
O 0.490 -1.219 3.595 -0.023 0.052 -0.054
C 1.618 1.436 1.391 0.152 -0.227 0.134
C 2.618 2.548 1.522 0.032 0.021 0.044
N 0.999 1.314 0.241 -0.047 0.090 0.283
O 1.298 2.012 -0.761 0.003 0.109 0.023
H 2.461 -0.290 4.204 -0.008 0.006 -0.018
H 1.752 1.296 4.470 -0.014 -0.003 -0.010
H 3.211 1.152 3.491 0.028 -0.001 -0.005
H -0.244 -1.808 3.388 -0.013 -0.041 0.050
H 2.503 3.058 2.481 0.002 -0.004 -0.004
H 2.449 3.258 0.717 -0.015 0.006 0.001
H 3.656 2.207 1.452 -0.016 -0.029 -0.043
F -6.625 3.553 -1.450 0.002 -0.003 0.011
C -5.557 3.030 -0.830 0.011 0.006 -0.027
C -4.348 2.916 -1.487 0.038 -0.026 0.020
F -4.245 3.341 -2.754 -0.015 0.004 -0.004
C -3.246 2.380 -0.838 0.046 0.102 -0.250
F -2.114 2.336 -1.542 0.020 -0.029 0.081
C -3.299 1.927 0.472 0.087 -0.122 0.239
Se -1.840 1.176 1.462 0.000 -0.036 -0.191
C -4.532 2.064 1.102 -0.223 0.035 0.023
F -4.699 1.665 2.373 0.076 -0.015 -0.016
C -5.645 2.601 0.480 0.058 -0.023 0.017
F -6.810 2.705 1.137 -0.011 0.002 0.001
N -0.537 -1.247 -1.736 0.122 -0.409 0.326
P -0.173 -2.742 -1.526 0.020 0.595 -0.050
N -0.177 -3.715 -2.915 -0.118 -0.041 -0.027
C -1.432 -4.291 -3.390 0.020 0.013 0.017
C -2.251 -3.313 -4.228 -0.023 0.030 0.021
C -1.418 -2.820 -5.408 0.020 -0.066 -0.021
C -0.115 -2.210 -4.900 -0.002 0.044 0.010
C 0.638 -3.207 -4.022 0.004 -0.033 0.034
N -1.232 -3.574 -0.532 -0.104 -0.178 0.018
C -0.889 -4.875 0.011 -0.037 -0.029 0.024
C -0.450 -4.762 1.469 0.035 -0.017 -0.004
C -1.548 -4.085 2.288 -0.063 -0.023 -0.043
C -1.936 -2.744 1.669 0.064 0.031 0.021
C -2.302 -2.912 0.198 -0.010 0.021 0.007
N 1.405 -3.068 -1.006 0.201 -0.095 -0.183
C 2.131 -2.171 -0.118 -0.117 -0.023 0.078
C 3.513 -1.843 -0.663 0.022 0.017 -0.033
C 4.313 -3.122 -0.881 -0.022 -0.019 0.064
C 3.528 -4.072 -1.778 -0.013 -0.003 -0.022
C 2.125 -4.316 -1.224 -0.008 0.043 -0.024
H -2.006 -4.640 -2.533 -0.001 0.004 -0.005
H -1.186 -5.169 -4.005 0.017 -0.003 -0.005
H -2.530 -2.463 -3.598 -0.003 -0.004 -0.003
H -3.170 -3.798 -4.571 0.002 -0.009 -0.008
H -1.976 -2.099 -6.010 -0.005 0.022 0.024
H -1.192 -3.674 -6.061 -0.009 0.019 -0.019
H -0.332 -1.330 -4.290 0.007 -0.004 -0.011
H 0.524 -1.903 -5.733 0.002 -0.011 -0.011
H 1.531 -2.737 -3.609 -0.007 0.008 0.011
H 0.965 -4.066 -4.626 -0.004 -0.011 -0.009
H -0.115 -5.341 -0.597 -0.016 0.041 -0.004
H -1.771 -5.532 -0.050 -0.005 0.019 0.019
H 0.467 -4.165 1.507 -0.014 0.002 0.011
H -0.219 -5.754 1.870 -0.002 0.003 0.013
H -1.242 -3.962 3.331 0.039 -0.029 0.011
H -2.427 -4.743 2.298 -0.004 0.019 0.040
H -1.093 -2.043 1.703 -0.074 -0.033 -0.095
H -2.757 -2.272 2.214 -0.037 -0.029 -0.013
H -2.490 -1.941 -0.257 0.010 -0.017 -0.028
H -3.216 -3.517 0.102 0.004 -0.012 0.037
H 2.232 -2.637 0.876 0.024 -0.004 0.011
H 1.560 -1.259 0.023 -0.055 -0.005 -0.004
H 4.024 -1.171 0.031 0.006 -0.008 0.009
H 3.391 -1.306 -1.609 0.009 0.002 0.011
H 4.473 -3.607 0.091 0.027 0.006 -0.007
H 5.302 -2.912 -1.298 -0.012 0.010 -0.028
H 4.044 -5.031 -1.881 0.006 0.000 0.005
H 3.438 -3.640 -2.779 0.022 -0.005 0.004
H 2.215 -4.862 -0.269 0.010 -0.015 0.005
H 1.560 -4.936 -1.916 -0.003 0.000 0.031
```
Positions in Å, forces in eV/Å.

Mulliken atomic charge list, values in e, 2 entries: 0.427, -1.824

=====

# C20H26O4

A molecular structure, C20H26O4 (ωB97M-V/def2-TZVPD, OMol25).

The orbital gap is 8.749 eV. As for the highest occupied orbital energy: -0.3356 hartree. As for the LUMO energy: -0.384 eV. The spin multiplicity is 1.

Structure (XYZ):
```
50
Properties=species:S:1:pos:R:3:forces:R:3
C 4.053 0.514 -0.870 4.894 4.819 -8.890
C 3.410 -0.141 -0.074 -4.991 -1.502 7.308
C 2.886 -1.393 -0.396 -5.474 -4.999 -3.609
C 1.944 -1.763 -1.410 0.940 -1.371 0.580
C 1.392 -0.888 -2.453 -10.249 1.421 12.321
C 0.230 -0.063 -2.036 2.776 -2.198 -0.920
C -0.696 -0.218 -0.725 -4.550 13.630 -11.946
H -0.308 -0.919 -0.409 5.493 -12.645 7.194
H -1.668 -0.277 -1.351 1.151 -0.542 1.872
C -0.635 1.137 -0.026 -2.209 1.325 0.899
C -1.324 2.521 -0.840 2.139 -8.861 -6.001
H -2.230 2.071 -1.528 1.715 1.320 2.118
H -0.506 2.515 -1.678 -1.388 1.763 1.667
H -1.563 3.235 -0.190 -0.612 3.100 2.185
C -1.565 0.911 1.093 -0.440 1.230 7.992
C -3.123 0.658 1.103 6.573 -3.919 -11.227
C -3.350 -0.790 0.423 -4.695 12.539 -1.538
C -4.275 -0.974 -0.532 -0.068 6.476 -3.351
C -4.157 -2.289 -0.896 -6.894 -4.042 8.047
O -3.389 -2.871 0.238 -1.973 -6.451 -5.931
C -2.869 -1.923 0.768 8.411 -2.135 13.266
O -2.154 -2.021 1.897 -2.197 -0.266 -4.766
H -3.931 -2.566 -1.781 1.881 -2.322 -5.983
H -5.316 -2.784 -0.491 2.939 0.924 -1.964
H -4.840 -0.079 -1.441 1.722 -2.949 3.593
H -3.455 0.741 1.949 -3.711 0.765 9.172
H -3.475 1.302 0.370 -1.508 1.477 -0.880
H -1.439 1.960 1.841 -0.501 -2.763 -1.833
H -1.250 0.031 1.879 -0.027 2.066 -2.130
C 0.801 1.520 0.504 -3.143 5.471 -4.472
C 0.890 3.080 0.965 -1.649 -3.567 0.906
H 0.608 3.705 0.152 0.291 0.931 -0.152
H 0.256 3.140 1.895 0.348 0.421 -1.115
H 1.878 3.014 1.325 1.464 1.320 0.063
H 1.347 1.466 -0.471 0.228 0.082 0.784
C 1.415 0.759 1.467 -0.475 -7.993 3.920
H 0.975 -0.430 1.119 0.895 2.809 1.834
H 1.145 0.892 2.715 0.562 -0.152 -3.870
C 2.876 0.483 1.286 1.499 -0.355 0.252
H 3.166 -0.098 2.139 0.181 -1.200 0.089
H 3.449 1.337 1.549 0.751 1.414 -0.565
H -0.162 0.812 -2.600 0.809 -0.996 -0.457
H 1.824 -0.646 -3.195 5.784 2.949 -9.992
H 1.517 -2.890 -1.540 1.514 2.624 1.060
C 3.078 -2.516 0.445 9.241 -5.930 7.892
O 4.105 -2.515 1.429 -5.953 1.342 -4.982
O 2.750 -3.887 0.238 -1.330 1.750 -1.003
H 3.128 -4.592 0.856 -0.150 2.636 -0.570
H 4.292 0.172 -2.009 -0.370 0.517 3.021
H 4.267 1.560 -0.701 0.353 0.037 0.110
```
Positions in Å, forces in eV/Å.

Mulliken atomic charge list, values in e, 2 entries: -0.464, 0.125

=====

In hartree/bohr, the strongest force on any atom values for the records above are, in order, 0.081, 0.012, 0.363.
In kcal/mol, the relative energy (zero: lowest compared OMol25 entry of this formula, charge and spin) values for the records above are, in order, 163.9, 0.0, 424.6.